Record 1
87
Properties=species:S:1:pos:R:3:forces:R:3 method="wB97M-V/def2-TZVPD" relative_energy_kcal_mol=0.0 homo_energy_ha=-0.214 lumo_energy_ha=0.1001 orbital_gap_ev=8.54 total_charge=-1 total_energy_ha=-1709.86951
B 0.2595 0.4874 0.1729 -0.1 0.4 0.0
H 0.1003 0.8673 -0.9502 -0.3 -0.3 -0.5
H -0.1012 -0.6383 0.3674 0.1 -0.5 -0.2
H 1.4316 0.6296 0.3655 0.4 0.0 0.3
H -0.3837 1.1923 0.8948 -0.4 0.1 0.3
C -1.6591 -4.1264 -1.7214 0.1 -0.2 -0.2
C -0.5104 -4.0166 -0.7231 -0.3 -0.8 0.0
C 0.7191 -4.8111 -1.1699 0.8 0.2 -0.4
C 0.5298 -6.2459 -1.3852 -0.3 -0.1 0.2
N 0.3803 -7.3708 -1.5697 0.0 0.1 0.0
H -1.7418 -5.1724 -2.0313 -0.1 0.0 0.0
H -1.4897 -3.5368 -2.6242 0.0 0.1 0.1
H -2.6226 -3.8503 -1.2979 0.1 0.2 0.1
H -0.8488 -4.4690 0.2132 0.1 0.3 0.2
H -0.1905 -2.9931 -0.5337 -0.2 0.1 0.0
H 1.5448 -4.6858 -0.4645 -0.1 -0.1 0.1
H 1.1236 -4.4443 -2.1209 -0.1 0.2 0.1
N -2.0560 -0.9939 2.2247 0.1 0.2 0.1
C -3.1778 -0.2170 2.2674 0.1 -0.3 -0.2
C -4.1657 -0.9556 2.8753 -0.1 0.3 -0.3
C -3.6064 -2.2112 3.2206 0.1 -0.3 -0.2
C -2.2943 -2.2025 2.8081 -0.1 0.2 -0.1
H -1.1859 -0.7136 1.7986 0.0 0.0 0.1
H -3.1908 0.7388 1.7694 -0.1 0.1 0.2
H -5.1862 -0.6215 2.9711 0.0 -0.1 0.2
H -4.1084 -3.0744 3.6268 0.0 0.1 0.2
H -1.5015 -2.9275 2.8877 -0.1 -0.1 0.0
N -1.6964 3.0408 -0.8644 -0.5 -0.2 -0.2
C -1.6057 4.1541 -0.0757 0.0 -0.5 0.3
C -2.5482 5.0509 -0.5078 0.4 0.6 -0.4
C -3.1652 4.4922 -1.6497 -0.6 -0.7 -0.2
C -2.6721 3.2196 -1.8061 0.2 0.2 0.2
H -1.2428 2.1514 -0.7009 0.2 0.3 0.1
H -0.9115 4.1524 0.7491 0.0 0.2 0.0
H -2.7352 6.0502 -0.1493 0.2 0.0 0.2
H -3.9600 4.8956 -2.2572 0.0 0.2 0.1
H -2.9982 2.4009 -2.4258 0.2 0.1 -0.2
N 2.0348 2.7409 -1.5518 0.5 0.0 0.0
C 2.1370 4.0462 -1.1563 -0.4 -0.5 -0.2
C 2.6246 4.7534 -2.2271 -0.4 0.4 0.1
C 2.8291 3.8443 -3.2918 0.4 -0.2 -0.1
C 2.5003 2.5923 -2.8311 -0.9 0.0 0.3
H 1.6604 1.9786 -1.0038 0.1 0.2 0.0
H 1.7705 4.3084 -0.1777 0.1 0.3 0.0
H 2.6604 5.8275 -2.3169 0.3 0.0 0.2
H 3.2157 4.1056 -4.2633 -0.1 -0.1 -0.1
H 2.3432 1.6257 -3.2838 0.5 0.1 -0.3
N -2.4529 -0.5596 -1.3646 0.0 -0.3 -0.3
C -2.3646 -0.3840 -2.7157 0.2 0.6 -0.3
C -3.5386 -0.7772 -3.2976 -0.3 -0.4 0.4
C -4.3528 -1.2750 -2.2377 -0.2 0.0 -0.2
C -3.6567 -1.1396 -1.0693 0.0 0.1 0.2
H -1.6967 -0.3135 -0.7429 -0.1 -0.2 0.2
H -1.5052 0.1058 -3.1484 0.0 -0.1 0.0
H -3.8204 -0.7476 -4.3362 0.2 0.1 -0.1
H -5.3527 -1.6711 -2.3166 0.0 0.0 0.0
H -3.9391 -1.4331 -0.0716 0.1 0.2 0.1
N 2.0040 -1.0461 2.3770 -0.2 0.1 0.5
C 1.9932 -2.3998 2.2217 -0.4 -0.2 -0.2
C 2.2032 -2.9830 3.4441 0.2 0.3 0.3
C 2.3696 -1.9172 4.3708 0.0 0.3 0.5
C 2.2175 -0.7326 3.7019 -0.2 -0.1 -1.0
H 1.6217 -0.3954 1.6979 0.3 -0.2 0.0
H 1.7807 -2.8215 1.2513 0.1 -0.1 0.0
H 2.2310 -4.0221 3.7252 0.1 -0.1 -0.3
H 2.5802 -1.9915 5.4264 0.0 -0.1 0.0
H 2.1843 0.3124 3.9641 0.2 -0.1 0.4
N 2.0930 -1.4194 -1.4312 -0.1 0.1 0.2
C 1.8147 -1.7989 -2.7134 0.2 0.3 0.5
C 3.0151 -2.1322 -3.3004 -0.6 0.0 -0.3
C 4.0219 -1.9639 -2.3252 0.6 0.6 0.0
C 3.4349 -1.4677 -1.1829 -0.4 -0.5 -0.3
H 1.3902 -1.1132 -0.7708 0.2 0.1 -0.1
H 0.7931 -1.6868 -3.0406 0.1 -0.3 -0.3
H 3.1503 -2.3830 -4.3398 0.0 -0.2 0.0
H 5.0805 -2.0460 -2.5147 0.0 -0.1 0.2
H 3.8154 -1.1479 -0.2281 0.1 -0.1 0.0
N 1.0872 2.6910 2.4285 -0.2 -0.5 0.5
C 2.4351 2.8755 2.4204 0.4 0.5 -0.4
C 2.7362 3.8916 3.2946 -0.3 -0.4 0.2
C 1.5161 4.2480 3.9340 0.4 0.2 0.2
C 0.5226 3.4692 3.4051 0.0 0.4 -0.5
H 0.5866 2.0122 1.8593 0.2 0.2 0.2
H 3.0812 2.3074 1.7705 -0.1 0.0 -0.1
H 3.7025 4.3236 3.4934 0.1 -0.1 0.0
H 1.4518 4.9841 4.7192 -0.3 0.0 0.0
H -0.5427 3.4800 3.5622 0.0 -0.1 0.1

---

Record 2
48
Properties=species:S:1:pos:R:3:forces:R:3 method="wB97M-V/def2-TZVPD" spin_multiplicity=3 relative_energy_kcal_mol=43.1 homo_energy_ha="-0.339 / -0.342" lumo_energy_ha="-0.1501 / -0.1442" orbital_gap_ev="5.13 / 5.38" total_charge=+1 total_energy_ha=-2330.52933
Mo -1.5481 0.0206 -0.4973 -3.1 0.0 0.5
Te -3.7731 0.6472 -2.1453 -0.1 0.1 -0.2
Te -5.9726 -0.6103 -3.2735 0.5 -0.5 0.6
Te -5.3969 -3.1267 -2.2187 0.4 0.6 0.1
Te -3.0925 -2.3274 -0.8984 0.1 -0.3 0.0
C 1.3468 0.5995 2.2552 -0.9 -0.1 0.4
P 0.5317 0.9264 0.6451 1.9 1.0 -0.4
C 1.8636 0.3812 -0.4929 1.7 1.4 -0.9
C 0.7342 2.7583 0.5592 -0.3 0.1 0.1
C 0.1245 3.2653 -0.7402 0.4 -0.4 -0.1
P -1.4516 2.3610 -1.0578 -0.8 2.9 -0.5
C -2.5884 3.2478 0.0766 -0.1 0.1 0.4
C -1.9365 3.1314 -2.6496 0.2 0.0 -0.4
H 2.3392 1.0571 2.3074 -0.2 0.1 -0.3
H 1.4591 -0.4770 2.4139 -0.6 1.6 -0.1
H 0.7437 1.0002 3.0752 0.0 0.0 -0.1
H 2.8173 0.8645 -0.2608 -0.1 0.5 -0.1
H 1.6080 0.6139 -1.5306 0.0 0.2 -0.1
H 2.0047 -0.7013 -0.4187 1.2 2.9 -0.4
H 1.7843 3.0600 0.6321 -0.1 -0.3 0.1
H 0.2118 3.2039 1.4144 0.0 -0.1 -0.1
H 0.8098 3.0690 -1.5737 -0.1 0.0 0.0
H -0.0240 4.3493 -0.6966 -0.3 -0.2 -0.1
H -2.5192 4.3326 -0.0476 0.2 -0.1 -0.1
H -2.3607 3.0095 1.1195 0.0 -0.1 -0.1
H -3.6233 2.9498 -0.1161 0.2 -0.1 0.0
H -1.9176 4.2240 -2.5940 0.1 -0.1 0.3
H -2.9472 2.8217 -2.9311 0.4 0.3 0.0
H -1.2543 2.8196 -3.4462 -0.1 0.0 0.1
C 1.6773 -2.5547 2.1555 -0.1 -0.2 0.0
C 1.5838 -2.6318 0.6218 0.8 -1.1 -0.1
C 1.0736 -4.0161 0.1868 -0.1 0.0 0.1
C 2.9981 -2.4311 0.0423 0.3 0.0 0.1
N 0.7534 -1.5374 0.0685 -2.7 -3.4 2.3
N -0.6067 -1.5405 0.5459 -0.1 -1.6 0.2
H 2.3963 -3.2872 2.5408 -0.2 0.1 -0.3
H 0.7157 -2.7647 2.6363 0.1 0.0 0.0
H 2.0101 -1.5633 2.4848 0.5 -1.7 -0.1
H 1.7681 -4.8043 0.5006 -0.1 0.2 0.0
H 0.9741 -4.0805 -0.9029 0.0 0.1 0.1
H 0.0995 -4.2513 0.6287 0.1 0.0 0.0
H 3.6891 -3.1972 0.4129 -0.3 0.1 0.0
H 3.4101 -1.4539 0.3216 0.1 -0.4 0.1
H 2.9968 -2.4927 -1.0525 0.0 0.0 0.1
H 0.7885 -1.5567 -0.9561 -0.9 -0.5 0.4
H -0.6523 -1.3012 1.5600 0.2 -0.7 -1.0
H -1.1181 -2.4211 0.3176 0.5 0.0 0.8
H -2.5300 0.4145 0.9781 1.1 -0.3 -1.2

---

Record 3
7
Properties=species:S:1:pos:R:3:forces:R:3 method="wB97M-V/def2-TZVPD" relative_energy_kcal_mol=34.1 homo_energy_ha=-0.410 lumo_energy_ha=-0.0036 orbital_gap_ev=11.05 total_energy_ha=-910.90125
C 2.6715 -0.1664 -0.7504 0.0 -0.1 0.0
O -2.7401 -0.8128 1.2330 -0.2 -1.0 1.6
F 1.8279 -0.2908 0.2345 0.2 0.3 -0.2
F 3.1055 1.0641 -0.6944 -0.2 -0.2 0.2
F -0.9468 0.9044 0.6394 -1.8 -1.1 -0.1
F -1.5384 -0.8037 -0.9163 -1.2 1.2 1.5
S -2.3794 0.1052 0.2541 3.2 0.9 -3.0

---

Record 4
29
Properties=species:S:1:pos:R:3:forces:R:3 method="wB97M-V/def2-TZVPD" homo_energy_ha=-0.033 lumo_energy_ha=0.0632 orbital_gap_ev=2.62 total_charge=-1 total_energy_ha=-868.78922
Na -0.6833 -1.7121 1.6987 -0.2 -0.5 0.2
C -1.1982 -5.7301 3.8720 -1.8 -4.4 -4.0
O -0.3417 -5.8307 2.9879 3.9 1.5 -0.8
O -1.9954 -4.8171 4.0025 -1.7 6.1 1.6
O -1.7625 -6.8198 4.1894 -0.2 -2.6 2.8
C 0.0281 -1.0306 -3.3853 0.8 -1.5 -0.1
O -0.5897 -0.3739 -2.3587 -1.3 0.9 1.2
C -0.8406 0.9851 -2.6211 -0.2 0.2 0.2
C -1.5867 1.6835 -1.5023 -0.3 -0.5 0.8
N -0.8451 1.7421 -0.2714 1.2 -0.3 1.5
C 0.5333 2.1808 -0.3999 -0.1 0.0 -0.5
C 1.4374 2.1958 0.8210 -2.2 -0.1 0.8
O 1.5599 0.8456 1.1946 1.3 -0.6 0.5
C 1.9191 0.5470 2.5734 -0.4 -0.4 -1.7
H 0.9491 -0.5631 -3.7336 0.1 0.4 -0.1
H -0.6020 -1.2586 -4.2449 -0.3 0.2 -0.1
H 0.3119 -1.9760 -2.9229 0.1 -0.2 -0.4
H -1.5232 1.1263 -3.4590 0.3 -0.2 -0.7
H 0.1577 1.3926 -2.7809 -0.3 0.7 -0.5
H -2.4928 1.1174 -1.2864 -0.1 -0.3 -0.1
H -1.9811 2.6478 -1.8229 0.4 0.5 -0.5
H -1.2321 2.3035 0.4737 -0.8 -0.1 -0.2
H 0.5139 3.1745 -0.8474 0.6 0.4 -0.3
H 1.0351 1.4699 -1.0563 0.1 0.2 -0.2
H 0.9983 2.6701 1.6986 -0.4 0.6 0.0
H 2.2688 2.8424 0.5403 1.0 -0.8 0.1
H 1.9098 -0.5426 2.6044 0.2 0.0 0.1
H 1.1172 0.8522 3.2456 0.3 0.6 0.2
H 2.9347 0.8778 2.7908 -0.2 0.3 0.3

---

| no. | maximum force (Eh/bohr) |
| --- | --- |
| 1 | 0.019 |
| 2 | 0.096 |
| 3 | 0.087 |
| 4 | 0.126 |